No. 1
DFT (wB97M-V/def2-TZVPD) results for a structure of composition C4H5NO.

Geometry as ORCA input:
```
! RIJCOSX wB97M-V def2-TZVPD def2/J DEFGRID3
* xyz 0 1
H 0.910 -1.323 -1.275
H -0.077 -2.025 0.091
H 2.056 0.236 0.482
C 1.101 -0.254 0.721
C 0.440 -1.153 -0.299
C -0.490 1.321 -0.735
O -1.693 0.780 0.651
N -0.626 2.185 -1.489
H -2.462 0.587 0.059
H 1.018 -0.546 1.763
C -0.178 0.192 0.031
*
```

Results
Orbital gap = 10.1 eV
Lowest unoccupied orbital energy = 0.0127 hartree

---

No. 2
DFT (wB97M-V/def2-TZVPD) results for the molecule C4H5NO.

Geometry as ORCA input:
```
! RIJCOSX wB97M-V def2-TZVPD def2/J DEFGRID3
* xyz 0 1
N -0.377 1.142 -0.160
O -0.327 -1.064 0.090
C -1.624 -0.708 -0.144
C 0.360 0.103 0.064
H 2.129 -0.948 0.619
H -2.510 1.268 -0.500
H 2.152 0.792 0.991
H 2.359 0.244 -0.675
C 1.835 0.041 0.264
C -1.660 0.632 -0.300
H -2.356 -1.498 -0.155
*
```

Results
SMILES = Cc1ncco1
Orbital gap = 10.2 eV
Lowest unoccupied orbital energy = 0.0387 hartree

---

No. 3
DFT (wB97M-V/def2-TZVPD) results for a cluster of 2 separate species, C4H5NO in total.

Geometry as ORCA input:
```
! RIJCOSX wB97M-V def2-TZVPD def2/J DEFGRID3
* xyz 0 1
H -0.010 1.022 -1.854
O 1.512 0.928 -0.771
C 0.025 1.142 -0.837
C -0.537 -0.842 0.649
H 1.501 0.055 0.237
H -1.459 -1.309 1.212
H -1.992 0.469 -0.479
N 1.531 -2.153 1.564
C 0.636 -1.579 1.008
C -0.871 0.125 -0.315
H -0.334 2.141 -0.414
*
```

Results
Orbital gap = 9.7 eV
Lowest unoccupied orbital energy = -0.0142 hartree

---

No. 4
DFT (wB97M-V/def2-TZVPD) results for a cluster of 2 separate species, C4H5NO in total.

Geometry as ORCA input:
```
! RIJCOSX wB97M-V def2-TZVPD def2/J DEFGRID3
* xyz 0 1
O -2.455 -0.145 -0.793
C -0.520 -1.419 -0.394
H 2.120 1.390 0.563
C 1.152 1.326 0.056
H 1.234 -2.750 -0.957
C 0.408 -2.129 -0.687
H 1.138 0.945 -0.966
H -1.669 -0.304 1.070
H 0.178 1.980 1.535
N 0.045 1.649 0.580
C -1.632 -0.544 -0.006
*
```

Results
SMILES = C#CC=O.C=N
Orbital gap = 10.6 eV
Lowest unoccupied orbital energy = 0.0106 hartree

---

No. 5
DFT (wB97M-V/def2-TZVPD) results for a cluster of 2 separate species, C4H5NO in total.

Geometry as ORCA input:
```
! RIJCOSX wB97M-V def2-TZVPD def2/J DEFGRID3
* xyz 0 1
C 2.101 -1.153 -0.302
H 3.093 -0.780 -0.450
H -0.191 1.949 0.580
C -0.393 0.226 0.461
C -1.729 -0.172 -0.005
H -2.072 0.308 -0.928
N 1.039 -1.583 -0.148
O 1.727 1.366 -0.021
H -2.474 -0.050 0.787
C 0.551 1.139 0.217
H -1.651 -1.249 -0.191
*
```

Results
Orbital gap = 8.9 eV
Lowest unoccupied orbital energy = 0.0019 hartree

---

No. 6
DFT (wB97M-V/def2-TZVPD) results for the molecule C4H5NO.

Geometry as ORCA input:
```
! RIJCOSX wB97M-V def2-TZVPD def2/J DEFGRID3
* xyz 0 1
N 2.000 0.092 -0.336
O 0.699 -1.575 0.492
C -0.112 1.796 0.153
C 0.827 -0.432 0.104
C -1.733 -0.105 0.126
H -1.894 -0.711 -0.770
H 2.053 1.016 -0.735
H -1.788 -0.761 0.999
H -2.516 0.654 0.191
C -0.359 0.517 0.087
H 2.823 -0.490 -0.311
*
```

Results
Orbital gap = 9.7 eV
Lowest unoccupied orbital energy = -0.0283 hartree

---

No. 7
DFT (wB97M-V/def2-TZVPD) results for the molecule C4H5NO.

Geometry as ORCA input:
```
! RIJCOSX wB97M-V def2-TZVPD def2/J DEFGRID3
* xyz 0 1
N -1.905 0.360 -0.150
H 1.710 1.986 -0.594
H -2.733 0.875 0.124
H 3.014 0.855 0.044
H 0.283 -1.541 -1.378
C 1.144 0.016 -0.276
C 1.988 0.995 -0.267
C 0.338 -1.006 -0.434
H -1.852 -0.612 1.710
O -0.532 -1.499 0.514
C -1.456 -0.428 0.709
*
```

Results
SMILES = [H]/N=C/OC=C=C
Orbital gap = 10.2 eV
Lowest unoccupied orbital energy = 0.0361 hartree

---

No. 8
DFT (wB97M-V/def2-TZVPD) results for a cluster of 2 separate species, C4H5NO in total.

Geometry as ORCA input:
```
! RIJCOSX wB97M-V def2-TZVPD def2/J DEFGRID3
* xyz 0 1
H -2.486 0.559 -0.221
H 2.020 -0.271 1.199
C -1.607 0.297 0.355
C 1.749 -0.438 0.163
N 0.711 1.427 -1.208
C -1.187 -0.951 0.307
H 1.859 -1.428 -0.263
C 1.251 0.537 -0.559
H -1.136 1.011 1.023
O -0.871 -2.072 0.248
H -0.303 1.330 -1.045
*
```

Results
SMILES = C=C=N.C=C=O
Orbital gap = 10.0 eV
Lowest unoccupied orbital energy = 0.0283 hartree

---

No. 9
DFT (wB97M-V/def2-TZVPD) results for the molecule C4H5NO.

Geometry as ORCA input:
```
! RIJCOSX wB97M-V def2-TZVPD def2/J DEFGRID3
* xyz 0 1
C 0.369 0.138 0.305
H 2.001 -0.722 1.370
H 1.541 -1.625 -0.084
C -1.734 0.298 -1.223
H -2.728 0.521 -0.847
N 0.918 1.441 0.695
C -0.714 0.135 -0.436
O 0.248 2.391 0.378
C 1.151 -1.059 0.769
H -1.591 0.218 -2.297
H 0.540 -1.737 1.371
*
```

Results
SMILES = C=C=C(C)N=O
Orbital gap = 8.6 eV
Lowest unoccupied orbital energy = -0.0164 hartree

---

No. 10
DFT (wB97M-V/def2-TZVPD) results for the molecule C4H5NO.

Geometry as ORCA input:
```
! RIJCOSX wB97M-V def2-TZVPD def2/J DEFGRID3
* xyz 0 1
H -0.227 2.207 0.036
H -0.076 -2.188 0.057
C -0.719 -0.030 -0.027
C 0.079 1.156 -0.028
N 1.402 -0.633 0.000
H 2.221 -1.198 0.065
H 2.286 1.296 0.036
H -2.450 0.759 0.284
O -2.093 -0.127 -0.021
C 1.379 0.740 0.004
C 0.123 -1.104 -0.001
*
```

Results
SMILES = Oc1cc[nH]c1
Orbital gap = 8.9 eV
Lowest unoccupied orbital energy = 0.0375 hartree

---

No. 11
DFT (wB97M-V/def2-TZVPD) results for the molecule C4H5NO.

Geometry as ORCA input:
```
! RIJCOSX wB97M-V def2-TZVPD def2/J DEFGRID3
* xyz 0 1
N -0.230 1.273 -1.499
H -1.130 -1.649 1.105
C -1.205 1.930 -1.577
O 0.882 0.562 -1.546
H 1.131 -0.751 1.541
C -0.922 -0.645 0.722
C 0.563 -0.437 0.668
H -1.394 0.068 1.407
H -1.402 -0.546 -0.251
H 2.394 0.128 -0.269
C 1.312 0.067 -0.301
*
```

Results
Orbital gap = 10.7 eV
Lowest unoccupied orbital energy = 0.0314 hartree

---

No. 12
DFT (wB97M-V/def2-TZVPD) results for a cluster of 2 separate species, C4H5NO in total.

Geometry as ORCA input:
```
! RIJCOSX wB97M-V def2-TZVPD def2/J DEFGRID3
* xyz 0 1
C 0.356 0.719 -0.231
C -1.002 0.741 -0.311
C -1.084 -1.148 1.259
N -1.756 -2.065 1.024
H 1.559 -0.934 -0.961
H -1.357 0.713 -1.338
C 1.630 0.002 -0.399
O 1.181 1.078 -1.233
H -0.383 -0.393 1.561
H 2.537 0.147 0.184
H -1.681 1.138 0.446
*
```

Results
SMILES = C=C1CO1.C#N
Orbital gap (spin up / spin down) = 8.8 / 8.8 eV
Lowest unoccupied orbital energy (spin up / spin down) = 0.0014 / 0.0014 hartree

---

No. 13
DFT (wB97M-V/def2-TZVPD) results for a cluster of 2 separate species, C4H5NO in total.

Geometry as ORCA input:
```
! RIJCOSX wB97M-V def2-TZVPD def2/J DEFGRID3
* xyz 0 1
H -0.877 -2.666 -1.161
C 2.401 0.127 -0.105
H -1.167 -2.602 0.580
O -0.825 1.715 -0.046
H -0.663 0.716 0.007
H 4.020 1.191 0.142
C 1.339 -0.645 -0.185
C -0.566 -2.327 -0.217
H -0.042 2.182 -0.051
C 0.478 -1.560 -0.170
N 3.040 1.146 -0.232
*
```

Results
SMILES = C=C=C=C=N.O
Orbital gap = 8.3 eV
Lowest unoccupied orbital energy = -0.0089 hartree

---

No. 14
DFT (wB97M-V/def2-TZVPD) results for the molecule C4H5NO.

Geometry as ORCA input:
```
! RIJCOSX wB97M-V def2-TZVPD def2/J DEFGRID3
* xyz 0 1
O 0.517 -1.285 -0.593
H -0.943 -1.516 -2.044
H 0.249 1.963 -0.316
C -0.178 0.267 1.245
N -0.922 0.375 -1.138
C -0.047 0.937 -0.119
H -1.121 -0.251 1.360
C 0.843 -0.205 0.261
H 1.897 -0.083 0.473
H 0.233 0.615 2.194
C -0.529 -0.816 -1.322
*
```

Results
SMILES = C1=N[C@H]2C[C@H]2O1
Orbital gap = 10.6 eV
Lowest unoccupied orbital energy = 0.0391 hartree

---

No. 15
DFT (wB97M-V/def2-TZVPD) results for the molecule C4H5NO.

Geometry as ORCA input:
```
! RIJCOSX wB97M-V def2-TZVPD def2/J DEFGRID3
* xyz 0 1
H 0.676 1.676 -1.170
N 0.704 -1.567 -0.226
C -1.351 1.033 1.338
H 0.992 -2.474 -0.556
C 0.394 0.809 -0.580
H -2.363 1.052 0.946
O 1.582 -0.587 -2.079
C -0.408 0.937 0.443
C 0.939 -0.504 -1.048
H -1.198 1.140 2.407
H 0.033 -1.513 0.524
*
```

Results
SMILES = C=C=CC(N)=O
Orbital gap = 10.6 eV
Lowest unoccupied orbital energy = 0.0279 hartree

---

No. 16
DFT (wB97M-V/def2-TZVPD) results for the molecule C4H5NO.

Geometry as ORCA input:
```
! RIJCOSX wB97M-V def2-TZVPD def2/J DEFGRID3
* xyz 0 1
C -1.729 -0.122 -0.069
O -1.470 1.115 0.345
H -2.777 -0.391 -0.150
N 1.795 -0.033 -0.409
H 0.336 0.766 1.308
H 2.303 0.834 -0.276
C 0.455 0.091 -0.149
H 2.279 -0.837 -0.039
C -0.604 -0.845 -0.329
H -0.529 -1.884 -0.601
C -0.059 1.306 0.368
*
```

Results
SMILES = Nc1ccoc1
Orbital gap = 9.3 eV
Lowest unoccupied orbital energy = 0.0327 hartree

---

No. 17
DFT (wB97M-V/def2-TZVPD) results for the molecule C4H5NO.

Geometry as ORCA input:
```
! RIJCOSX wB97M-V def2-TZVPD def2/J DEFGRID3
* xyz 0 1
H -0.517 -1.253 0.793
H 0.622 1.342 -0.379
H 0.628 0.851 1.304
C -0.382 -0.538 -0.028
C -1.703 0.142 -0.300
H -0.132 -1.144 -0.909
O -1.849 1.340 -0.327
N 3.105 -0.572 -0.049
H -2.555 -0.541 -0.495
C 0.724 0.475 0.280
C 2.059 -0.103 0.109
*
```

Results
SMILES = N#CCCC=O
Orbital gap = 11.3 eV
Lowest unoccupied orbital energy = 0.0252 hartree

---

No. 18
DFT (wB97M-V/def2-TZVPD) results for the molecule C4H5NO.

Geometry as ORCA input:
```
! RIJCOSX wB97M-V def2-TZVPD def2/J DEFGRID3
* xyz 0 1
H 0.967 -2.304 0.698
C 0.730 0.793 -0.158
C -1.412 0.238 0.172
O 1.391 -1.452 0.543
C -0.472 1.341 0.052
N -0.871 -0.911 0.047
H 0.647 -0.980 -1.315
H -2.469 0.337 0.352
C 0.529 -0.698 -0.246
H -0.728 2.380 0.137
H 1.688 1.257 -0.283
*
```

Results
SMILES = O[C@@H]1C=CC=N1
Orbital gap = 10.3 eV
Lowest unoccupied orbital energy = 0.0161 hartree

---

No. 19
DFT (wB97M-V/def2-TZVPD) results for the molecule C4H5NO.

Geometry as ORCA input:
```
! RIJCOSX wB97M-V def2-TZVPD def2/J DEFGRID3
* xyz 0 1
H -2.170 -0.328 0.456
N 1.904 -1.488 -1.371
C -0.309 0.656 0.204
C 1.154 0.500 0.119
H -0.668 1.682 0.135
C -1.289 -0.418 -0.187
H -0.865 -1.415 -0.041
O 0.481 0.358 1.350
H 1.804 1.372 0.055
H -1.618 -0.323 -1.227
C 1.636 -0.661 -0.608
*
```

Results
SMILES = C[C@H]1O[C@H]1C#N
Orbital gap = 12.0 eV
Lowest unoccupied orbital energy = 0.0320 hartree

---

No. 20
DFT (wB97M-V/def2-TZVPD) results for the molecule C4H5NO.

Geometry as ORCA input:
```
! RIJCOSX wB97M-V def2-TZVPD def2/J DEFGRID3
* xyz 0 1
H -1.481 1.384 -2.377
N -3.661 0.408 -0.069
C -0.481 0.296 -0.872
C -2.765 0.624 -0.753
H -0.091 -0.534 2.250
O -0.634 -0.418 0.249
H 0.503 0.229 -1.503
C 0.440 -0.460 1.178
C -1.575 0.758 -1.490
H 1.208 -1.219 1.038
H 1.038 0.453 1.081
*
```

Results
SMILES = CO/C=C\C#N
Orbital gap = 10.2 eV
Lowest unoccupied orbital energy = 0.0252 hartree

---

Maximum force per entry: 3.73 0.30 7.37 0.55 1.03 0.69 3.29 1.23 0.62 1.88 1.17 1.86 4.60 0.74 0.35 1.79 1.11 0.83 1.09 2.89 eV/A
ΔE to the lowest compared entry with this formula, charge and spin per entry: 394.7 24.4 429.3 334.6 420.5 296.1 298.9 248.8 396.6 51.1 418.4 494.4 379.1 151.9 105.2 279.4 57.8 110.4 157.2 198.6 kJ/mol